Formula: C38H41F3N5O3P2Tl
Source: OMol25
Level of theory: ωB97M-V with the def2-TZVPD basis set

HOMO = -1.69 eV
Total charge = -2
Orbital gap = 5.926 eV
Energy above the lowest of the compared OMol25 structures with the same formula, charge and spin = 0.0 kJ/mol
F_max = 0.77 eV/Å

The geometry in XYZ format:
```
93
C38H41F3N5O3P2Tl ωB97M-V with the def2-TZVPD basis set
Tl -0.79 -0.20 0.56
C 0.43 -1.98 -3.53
P 0.09 -0.26 -2.90
C -1.69 -0.09 -3.34
C -2.21 0.78 -4.30
C -3.59 0.90 -4.46
C -4.46 0.16 -3.67
C -3.95 -0.71 -2.72
C -2.58 -0.84 -2.56
C 0.89 0.75 -4.22
C 1.02 0.34 -5.55
C 1.68 1.13 -6.48
C 2.21 2.36 -6.10
C 2.09 2.78 -4.79
C 1.43 1.99 -3.85
C 0.33 -2.95 -2.38
C -0.09 -4.28 -2.36
C 0.08 -4.72 -1.02
C 0.56 -3.62 -0.32
C 0.89 -3.43 1.15
P 2.00 -1.94 1.27
C 3.56 -2.72 0.65
C 4.34 -3.60 1.40
C 5.48 -4.17 0.86
C 5.86 -3.87 -0.44
C 5.09 -3.00 -1.20
C 3.95 -2.43 -0.66
C 2.36 -1.89 3.08
C 3.48 -1.17 3.52
C 3.74 -0.99 4.87
C 2.88 -1.52 5.82
C 1.76 -2.22 5.41
C 1.51 -2.40 4.05
N 0.71 -2.55 -1.14
H -0.27 -2.26 -4.32
H 1.44 -1.96 -3.96
H -1.55 1.39 -4.90
H -3.98 1.59 -5.20
H -5.53 0.28 -3.79
H -4.61 -1.27 -2.06
H -2.21 -1.52 -1.80
H 0.60 -0.61 -5.85
H 1.77 0.79 -7.51
H 2.73 2.98 -6.83
H 2.50 3.74 -4.48
H 1.32 2.32 -2.83
H -0.45 -4.86 -3.20
H -0.17 -5.70 -0.62
H -0.01 -3.24 1.74
H 1.40 -4.29 1.58
H 4.05 -3.84 2.42
H 6.08 -4.85 1.46
H 6.76 -4.31 -0.87
H 5.37 -2.77 -2.22
H 3.32 -1.78 -1.25
H 4.14 -0.73 2.78
H 4.61 -0.42 5.18
H 3.08 -1.37 6.88
H 1.06 -2.61 6.14
H 0.61 -2.94 3.75
C -4.12 0.74 1.04
C -4.23 -0.72 0.58
O -5.36 -1.17 0.35
O -3.13 -1.33 0.44
H -5.10 1.16 1.25
H -3.64 1.32 0.24
H -3.48 0.82 1.93
F -0.91 -0.06 3.62
C -0.73 1.29 3.75
F -1.52 1.61 4.89
F 0.55 1.42 4.30
C -0.36 3.81 1.26
N -1.53 3.84 0.40
C -1.67 2.94 -0.61
N -2.96 2.79 -1.12
O -0.74 2.31 -1.10
H 0.07 4.81 1.32
H 0.36 3.13 0.82
H 0.12 3.61 3.31
H -2.35 4.21 0.85
H -3.72 2.91 -0.47
H -3.04 1.98 -1.70
C -1.63 4.86 4.42
N -1.87 4.21 3.15
C -3.17 3.55 3.16
C -0.73 3.35 2.67
N -0.98 1.95 2.63
H -2.36 5.66 4.58
H -0.63 5.31 4.42
H -1.69 4.16 5.27
H -3.34 2.96 4.07
H -3.26 2.86 2.32
H -3.96 4.31 3.09
```